Record 1
{
  "formula": "C23H25N2OPmSe",
  "method": "ωB97M-V/def2-TZVPD",
  "elements": ["C", "C", "C", "H", "C", "C", "H", "C", "C", "C", "H", "C", "C", "H", "H", "H", "H", "H", "H", "Pm", "C", "C", "C", "H", "H", "H", "H", "H", "H", "C", "C", "H", "H", "O", "N", "C", "H", "C", "C", "H", "C", "H", "C", "H", "C", "H", "C", "H", "H", "H", "Se", "C", "N"],
  "positions_angstrom": [[1.9910, 0.0717, 1.5457], [2.3852, -0.5123, 0.3148], [2.3029, 0.4967, -0.6774], [2.7144, -1.5625, 0.1781], [1.7747, 1.7315, -0.0689], [1.6012, 1.4740, 1.3071], [1.4099, 2.6291, -0.6096], [-1.2272, -1.5922, 1.4926], [-0.1336, -2.2806, 0.8600], [-0.4188, -2.3667, -0.5137], [0.7945, -2.6221, 1.3713], [-1.6895, -1.6833, -0.7489], [-2.1557, -1.1494, 0.4998], [2.5148, 0.3722, -1.7531], [0.9847, 2.0965, 2.0236], [1.9493, -0.5276, 2.5002], [-3.0360, -0.4702, 0.6610], [0.2337, -2.7890, -1.3064], [-1.3786, -1.3381, 2.5594], [-0.0837, 0.1331, -0.1161], [-2.4071, -1.5026, -2.0702], [-3.7826, -2.1205, -1.8881], [-1.6433, -2.1922, -3.1993], [-3.6887, -3.1145, -1.4244], [-4.2658, -2.2375, -2.8645], [-4.4270, -1.4987, -1.2497], [-1.7067, -3.2832, -3.0723], [-0.5802, -1.8980, -3.2344], [-2.1128, -1.9259, -4.1581], [-2.5864, 0.0176, -2.4045], [-1.3397, 0.7261, -2.8014], [-3.0480, 0.5462, -1.5323], [-3.3086, 0.0935, -3.2431], [-0.2518, 0.6291, -2.1617], [-1.2702, 1.5043, -3.8529], [-0.2134, 2.5432, -4.0567], [-1.7921, 1.1764, -4.6307], [1.1430, 2.0086, -4.3650], [2.3015, 2.6500, -3.8823], [2.2158, 3.5431, -3.2476], [3.5642, 2.1531, -4.2003], [4.4551, 2.6607, -3.8199], [3.6936, 1.0168, -5.0155], [4.6841, 0.6328, -5.2685], [2.5476, 0.3893, -5.5037], [2.6270, -0.4943, -6.1420], [1.2771, 0.8908, -5.1865], [0.3818, 0.4000, -5.5751], [-0.1992, 3.2142, -3.1895], [-0.6093, 3.1108, -4.9114], [-0.0016, 0.0028, 5.1080], [-0.0314, 0.0789, 3.4701], [-0.1582, 0.1681, 2.3115]],
  "spin_multiplicity": 5,
  "e_lumo_ha": [-0.013, -0.012],
  "molar_mass_g_mol": 569.43,
  "total_energy_ev": -111182.50702,
  "homo_energy_ev": [-6.52, -6.53],
  "homo_lumo_gap_ev": [6.1804, 6.1991]
}


Record 2
{
  "formula": "C2H11N4",
  "method": "ωB97M-V/def2-TZVPD",
  "elements": ["C", "N", "H", "H", "H", "H", "H", "H", "N", "C", "N", "N", "H", "H", "H", "H", "H"],
  "positions_angstrom": [[-0.2719, -0.2728, -2.8820], [0.5665, 0.2737, -1.7397], [-1.3255, -0.2109, -2.6200], [-0.0806, 0.2983, -3.8137], [0.0067, -1.3113, -3.0380], [0.0149, 0.2238, -0.7600], [0.8136, 1.2647, -1.8975], [1.3916, -0.3397, -1.5640], [-0.8499, -0.0303, 2.9329], [-0.2134, 0.0580, 1.7194], [1.0749, 0.5862, 1.8070], [-0.6886, -0.3345, 0.5917], [-1.6636, -0.6632, 2.9787], [-0.3816, 0.0243, 3.8191], [1.5776, 0.5732, 2.6705], [1.7097, 0.3708, 1.0497], [-1.6806, -0.5104, 0.7459]],
  "e_above_lowest_ev": 0.550,
  "e_lumo_ha": -0.113,
  "molar_mass_g_mol": 91.14,
  "charge": 1,
  "total_energy_ev": -8207.26512,
  "homo_energy_ev": -13.54,
  "homo_lumo_gap_ev": 10.4655
}


Record 3
{
  "formula": "C34H44As2FeN3OSSe3Te",
  "method": "ωB97M-V/def2-TZVPD",
  "elements": ["Fe", "C", "As", "C", "C", "C", "C", "C", "C", "C", "As", "C", "C", "H", "H", "H", "H", "H", "H", "H", "H", "H", "H", "H", "H", "H", "H", "H", "H", "Se", "Se", "Te", "Se", "C", "C", "C", "C", "C", "C", "C", "N", "C", "N", "C", "C", "C", "C", "C", "C", "C", "N", "C", "C", "C", "C", "C", "C", "C", "H", "H", "H", "H", "H", "H", "H", "H", "H", "H", "H", "H", "H", "H", "H", "H", "H", "H", "H", "H", "H", "H", "C", "S", "C", "O", "H", "H", "H", "H", "H", "H"],
  "positions_angstrom": [[2.1440, 1.3945, -0.3627], [2.6175, 1.1156, 3.7649], [1.8053, 1.8239, 2.1437], [2.2939, 3.6632, 2.5483], [-0.1047, 2.0811, 2.5669], [-0.6523, 1.8729, 3.8333], [-1.9900, 2.1558, 4.0835], [-2.7892, 2.6683, 3.0708], [-2.2528, 2.8637, 1.8046], [-0.9224, 2.5496, 1.5295], [-0.1065, 2.7545, -0.2640], [-0.2611, 4.6904, -0.3834], [-1.5499, 2.3368, -1.5109], [2.2659, 1.6742, 4.6308], [3.6844, 1.2824, 3.6454], [2.4264, 0.0557, 3.9094], [2.0089, 3.8559, 3.5830], [1.7832, 4.3491, 1.8893], [3.3617, 3.7886, 2.4110], [-0.0325, 1.4869, 4.6331], [-2.4049, 1.9828, 5.0697], [-3.8289, 2.9073, 3.2642], [-2.8835, 3.2658, 1.0184], [0.0453, 5.1491, 0.5500], [-1.2996, 4.9466, -0.5916], [0.3800, 5.0577, -1.1792], [-2.5089, 2.7334, -1.1789], [-1.6210, 1.2638, -1.6767], [-1.2632, 2.8152, -2.4450], [4.3993, 2.1447, -0.0566], [6.5695, 2.7335, 0.3274], [4.3211, 5.7990, -1.7679], [2.9944, 3.9201, -0.7692], [-3.9461, -3.3001, -1.4896], [-2.9496, -3.8063, -0.4787], [-3.2583, -4.8802, 0.3489], [-2.3483, -5.3731, 1.2715], [-1.0923, -4.7880, 1.3570], [-0.7638, -3.7179, 0.5381], [-1.6893, -3.2089, -0.3632], [-1.4049, -2.1473, -1.2437], [-0.5412, -1.0228, -1.1591], [-0.1838, -0.6399, -2.4247], [0.8360, 0.1553, -3.1105], [1.7651, 0.9865, -2.4889], [2.6941, 1.5602, -3.3830], [2.6728, 1.3867, -4.7575], [1.6838, 0.5972, -5.3298], [0.7576, -0.0363, -4.5207], [-0.2895, -0.9045, -5.1920], [-0.2371, -0.3807, -0.1008], [-0.8571, -0.6804, 1.1376], [-0.0497, -0.9244, 2.2434], [-0.5850, -1.2385, 3.4829], [-1.9637, -1.2973, 3.6376], [-2.7729, -1.0115, 2.5470], [-2.2498, -0.6936, 1.2936], [-3.1930, -0.3200, 0.1802], [-4.8668, -3.8800, -1.4394], [-3.5688, -3.3835, -2.5148], [-4.1957, -2.2495, -1.3163], [-4.2432, -5.3301, 0.2701], [-2.6116, -6.2117, 1.9049], [-0.3545, -5.1694, 2.0539], [0.2162, -3.2658, 0.6053], [-1.9124, -2.1983, -2.1085], [-0.5499, -1.2956, -3.0805], [3.4950, 2.1631, -2.9874], [3.4269, 1.8651, -5.3729], [1.6258, 0.4647, -6.4067], [-0.1924, -0.8286, -6.2744], [-1.3133, -0.6011, -4.9395], [-0.1826, -1.9697, -4.9448], [1.0208, -0.8999, 2.0998], [0.0715, -1.4495, 4.3183], [-2.4049, -1.5503, 4.5949], [-3.8526, -1.0340, 2.6637], [-4.2131, -0.6073, 0.4408], [-2.9404, -0.7839, -0.7723], [-3.1804, 0.7562, 0.0228], [3.9079, -1.9012, 0.5948], [3.2793, -0.9953, -0.8300], [2.6250, -2.3756, -1.7601], [4.5190, -0.7110, -1.6124], [4.8120, -2.3999, 0.2438], [3.1801, -2.6192, 0.9840], [4.1578, -1.1631, 1.3549], [1.7199, -2.7982, -1.3288], [3.4345, -3.1040, -1.7974], [2.4277, -1.9698, -2.7528]],
  "spin_multiplicity": 5,
  "e_above_lowest_ev": 0.000,
  "e_lumo_ha": [0.067, 0.067],
  "molar_mass_g_mol": 1112.98,
  "charge": -1,
  "total_energy_ev": -412721.35092,
  "homo_energy_ev": [-2.84, -2.82],
  "homo_lumo_gap_ev": [4.6553, 4.6328]
}


Record 4
{
  "formula": "C8H10NS",
  "method": "ωB97M-V/def2-TZVPD",
  "elements": ["C", "C", "C", "C", "S", "C", "N", "C", "C", "C", "H", "H", "H", "H", "H", "H", "H", "H", "H", "H"],
  "positions_angstrom": [[-2.4122, 1.0792, 0.3108], [-1.5053, 1.7755, -0.3674], [-0.2329, 1.2356, -0.7368], [0.8487, 1.2220, 0.4419], [2.6060, 1.0914, 0.3934], [2.4905, -0.7170, 0.1278], [1.1820, -0.8822, -0.6030], [0.1711, -0.0495, 0.0324], [-0.8997, -0.9071, 0.6410], [-2.1350, -0.3099, 0.6639], [-3.4219, 1.4980, 0.4284], [-1.6831, 2.7707, -0.8569], [0.0455, 1.4050, -1.7848], [0.5445, 1.8209, 1.1713], [2.2894, -1.2002, 1.1675], [3.3533, -1.0743, -0.3968], [1.3347, -0.4703, -1.4643], [0.9232, -1.8084, -0.7566], [-0.8708, -1.9576, 0.8694], [-2.9609, -0.9658, 1.0280]],
  "e_above_lowest_ev": 2.159,
  "e_lumo_ha": -0.122,
  "molar_mass_g_mol": 152.24,
  "charge": 1,
  "total_energy_ev": -20774.00895,
  "homo_energy_ev": -12.49,
  "homo_lumo_gap_ev": 9.1552,
  "smiles": "C1=C[C@H]2[C@@H]3SC[NH2+][C@]23C=C1"
}


Record 5
{
  "formula": "C16H25N3O2S",
  "method": "ωB97M-V/def2-TZVPD",
  "elements": ["C", "O", "C", "C", "N", "C", "S", "N", "C", "C", "N", "C", "C", "C", "C", "C", "C", "O", "C", "C", "C", "C", "H", "H", "H", "H", "H", "H", "H", "H", "H", "H", "H", "H", "H", "H", "H", "H", "H", "H", "H", "H", "H", "H", "H", "H", "H"],
  "positions_angstrom": [[-1.1893, 1.1320, -1.7164], [-1.2210, 1.6828, -0.4143], [-1.2139, 3.0889, -0.3775], [0.1588, 3.7071, -0.7101], [1.1926, 3.0895, 0.0810], [1.9992, 2.1138, -0.4110], [2.3124, 2.0463, -2.0416], [2.6317, 1.2925, 0.4679], [3.3121, 0.1161, -0.0402], [2.3286, -1.0544, -0.1084], [1.7700, -1.2999, 1.2103], [0.9767, -2.5202, 1.2863], [-0.1873, -2.5817, 0.3253], [-0.0626, -3.2471, -0.8856], [-1.1204, -3.2707, -1.7800], [-2.2972, -2.6151, -1.4865], [-2.4312, -1.9270, -0.2793], [-3.6207, -1.2932, -0.0843], [-3.7350, -0.4102, 1.0061], [-1.3772, -1.9279, 0.6268], [1.0963, -0.1172, 1.7103], [2.1274, 1.0125, 1.7980], [-2.0155, 1.5213, -2.3207], [-1.3033, 0.0561, -1.5976], [-0.2429, 1.3388, -2.2245], [-1.4904, 3.3457, 0.6510], [-1.9700, 3.5005, -1.0606], [0.4140, 3.5575, -1.7611], [0.1259, 4.7802, -0.5016], [0.9865, 3.0691, 1.0686], [3.7090, 0.3326, -1.0317], [4.1335, -0.1204, 0.6401], [2.8539, -1.9533, -0.4358], [1.5491, -0.8135, -0.8506], [1.6580, -3.3528, 1.0880], [0.6200, -2.6078, 2.3167], [0.8591, -3.7556, -1.1266], [-1.0218, -3.7986, -2.7167], [-3.1284, -2.6146, -2.1736], [-4.7129, 0.0581, 0.9038], [-2.9561, 0.3586, 0.9722], [-3.6909, -0.9405, 1.9634], [-1.4739, -1.4299, 1.5788], [0.7000, -0.3351, 2.7053], [0.2699, 0.2121, 1.0564], [1.7022, 1.8946, 2.2770], [2.9755, 0.6801, 2.4030]],
  "e_above_lowest_ev": 2.449,
  "e_lumo_ha": 0.022,
  "molar_mass_g_mol": 323.46,
  "total_energy_ev": -36397.66253,
  "homo_energy_ev": -7.90,
  "homo_lumo_gap_ev": 8.4924,
  "smiles": "COCCNC(=S)N1CCN(Cc2cccc(OC)c2)CC1"
}


Record 6
{
  "formula": "C4H11N3O",
  "method": "ωB97M-V/def2-TZVPD",
  "elements": ["C", "C", "C", "N", "C", "N", "O", "N", "H", "H", "H", "H", "H", "H", "H", "H", "H", "H", "H"],
  "positions_angstrom": [[-0.4025, 0.2284, 0.6272], [-1.2015, -0.9138, 0.0846], [-2.3360, -0.5030, -0.8500], [0.8543, 0.0036, 1.1304], [1.6002, -0.0274, -0.2578], [2.3877, 1.1521, -0.4688], [-1.1568, 1.2491, 1.0625], [2.1235, -1.1759, -0.6306], [-0.6074, 1.9430, 1.4504], [1.2149, 0.7211, 1.7491], [0.5227, 0.3504, -0.8538], [1.8885, 2.0261, -0.3701], [3.2532, 1.1263, 0.0553], [1.8149, -1.9170, -0.0094], [-0.5060, -1.5971, -0.4078], [-1.5906, -1.4510, 0.9606], [-1.9406, 0.0233, -1.7207], [-2.8671, -1.3880, -1.2016], [-3.0514, 0.1496, -0.3494]],
  "e_above_lowest_ev": 4.720,
  "e_lumo_ha": [0.006, 0.006],
  "molar_mass_g_mol": 117.15,
  "total_energy_ev": -10840.49142,
  "homo_energy_ev": [-7.29, -7.29],
  "homo_lumo_gap_ev": [7.4430, 7.4424]
}


Record 7
{
  "formula": "C23H25Br2F7O21",
  "method": "ωB97M-V/def2-TZVPD",
  "elements": ["O", "C", "O", "C", "C", "F", "O", "H", "H", "H", "O", "C", "O", "C", "C", "F", "O", "H", "H", "H", "O", "C", "O", "C", "C", "F", "O", "H", "H", "H", "O", "C", "O", "C", "C", "F", "O", "H", "H", "H", "O", "C", "O", "C", "C", "F", "O", "H", "H", "H", "O", "C", "O", "C", "C", "F", "O", "H", "H", "H", "O", "C", "O", "C", "C", "F", "O", "H", "H", "H", "Br", "C", "C", "Br", "H", "H", "H", "H"],
  "positions_angstrom": [[1.1593, -2.6810, -1.7844], [1.5358, -3.8001, -1.6040], [0.7910, -4.7163, -0.9337], [1.5625, -5.9012, -0.6707], [2.6439, -5.8057, -1.8122], [2.3620, -6.5013, -2.9706], [2.6770, -4.3988, -2.0788], [1.9020, -5.8811, 0.3734], [0.9940, -6.8247, -0.9001], [3.6144, -6.1864, -1.5153], [-2.5079, 0.5961, -3.0141], [-3.5133, 1.1125, -2.9001], [-4.3491, 1.0538, -1.8540], [-5.6071, 1.6926, -2.2255], [-5.2763, 2.4514, -3.4614], [-5.0494, 3.7983, -3.2900], [-4.0871, 1.8664, -3.9304], [-6.3251, 0.8769, -2.4372], [-5.9127, 2.3397, -1.4137], [-5.9972, 2.2743, -4.2330], [0.0420, 3.5300, 0.2208], [-0.5459, 4.5365, 0.0048], [0.0378, 5.6617, -0.4394], [-0.9721, 6.7082, -0.4906], [-2.2616, 5.9236, -0.5242], [-2.6415, 5.6137, -1.7845], [-1.8997, 4.6813, 0.0180], [-0.7588, 7.3362, 0.3611], [-0.7621, 7.1805, -1.4623], [-3.0643, 6.3868, 0.0428], [2.7035, -4.1535, 1.4273], [2.7204, -3.3244, 2.2245], [2.0112, -2.1215, 2.0595], [2.3385, -1.2384, 3.1315], [2.8493, -2.1812, 4.2239], [1.9116, -2.5550, 5.0992], [3.2739, -3.3473, 3.5208], [3.2222, -0.5964, 2.9602], [1.4738, -0.6355, 3.4489], [3.7226, -1.7642, 4.7263], [6.5735, 1.0904, -5.1521], [5.4762, 1.4375, -5.2383], [5.1721, 2.7558, -5.1960], [3.8176, 2.9395, -4.9483], [3.1768, 1.6766, -5.4503], [2.7353, 1.7611, -6.7447], [4.2975, 0.7125, -5.3099], [3.5934, 3.1064, -3.9250], [3.4291, 3.7365, -5.5590], [2.4120, 1.4071, -4.7492], [-0.9411, -6.0128, 5.5634], [-1.2392, -5.2017, 4.7726], [-0.4182, -4.8099, 3.7203], [-0.8152, -3.5083, 3.2797], [-2.2611, -3.4811, 3.7673], [-3.2813, -3.9126, 2.8170], [-2.2622, -4.3091, 4.8768], [-0.0987, -2.8154, 3.6822], [-0.8724, -3.4804, 2.1973], [-2.5916, -2.4860, 4.0378], [-1.8122, -0.5670, 4.6850], [-1.6630, 0.4147, 4.0870], [-0.5105, 0.7946, 3.5086], [-0.7254, 2.0873, 2.8796], [-2.2550, 2.2869, 2.9838], [-2.8920, 1.8895, 1.7849], [-2.5852, 1.3620, 3.9482], [-0.2383, 2.8301, 3.5141], [-0.3038, 2.1106, 1.8387], [-2.6351, 3.2708, 3.2562], [-1.0146, -0.7463, 0.5751], [-0.0062, 0.0906, -0.8745], [1.4778, 0.3173, -0.4420], [2.2987, 1.4150, -1.7752], [-0.4683, 1.0811, -0.9654], [-0.0970, -0.5775, -1.7207], [1.9986, -0.5960, -0.2809], [1.5115, 0.9239, 0.4431]],
  "e_above_lowest_ev": 0.000,
  "e_lumo_ha": -0.005,
  "molar_mass_g_mol": 930.23,
  "total_energy_ev": -226361.65408,
  "homo_energy_ev": -9.95,
  "homo_lumo_gap_ev": 9.8176,
  "smiles": "O=C1OC[C@@H](F)O1.O=C1OC[C@@H](F)O1.O=C1OC[C@@H](F)O1.O=C1OC[C@@H](F)O1.O=C1OC[C@@H](F)O1.O=C1OC[C@@H](F)O1.O=C1OC[C@@H](F)O1.BrCCBr"
}


Record 8
{
  "formula": "FHN2O3",
  "method": "ωB97M-V/def2-TZVPD",
  "elements": ["O", "N", "O", "F", "N", "O", "H"],
  "positions_angstrom": [[-0.7377, -0.8055, 0.9021], [-1.1706, 0.1047, 0.3849], [-1.2241, 0.7979, -0.5315], [-1.8917, 0.7986, 1.3800], [1.2678, -0.2311, -0.7818], [2.2205, -0.2832, -1.5817], [1.5358, -0.3814, 0.2281]],
  "e_above_lowest_ev": 2.488,
  "e_lumo_ha": -0.033,
  "molar_mass_g_mol": 96.02,
  "total_energy_ev": -11848.25721,
  "homo_energy_ev": -9.98,
  "homo_lumo_gap_ev": 9.0713,
  "smiles": "O=[N+]([O-])F.N=O"
}